[1]
Formula: C20H21BrFN3OS
Source: OMol25
Level of theory: ωB97M-V/def2-TZVPD

```
48
Properties=species:S:1:pos:R:3:forces:R:3
C -1.046762 3.290745 -0.207892 0.1 0.9 1.2
C -0.898472 1.329591 -3.140865 0.8 1.2 1.5
O 2.107937 -5.151226 -1.355748 0.2 -0.3 -0.7
C 1.758657 -1.937086 2.147063 1.9 3.2 4.9
C -1.309068 -0.258119 2.892177 0.8 2.4 1.1
H -0.762106 5.947772 -0.231919 -0.2 0.8 -1.1
H -0.166000 3.458782 -2.153352 2.9 0.4 -0.7
C -0.907440 -1.139107 -2.969849 2.8 0.5 -0.3
C -0.983007 2.103382 2.083468 -0.4 2.1 -0.3
C 2.523218 -2.639178 3.063728 -1.6 0.5 -1.9
N -1.727681 2.252406 -2.394898 -1.9 1.0 2.4
C -0.644875 5.671099 0.779680 -0.5 0.3 1.0
H 0.159180 -0.885644 -3.350093 -1.6 -0.8 -0.2
F -0.953514 1.552433 4.412731 0.3 -0.4 -0.8
C -1.021622 1.069835 3.142133 -1.5 -2.1 -0.6
H 3.041560 -5.439848 1.191472 0.6 -1.0 -0.1
H -1.012822 -0.669101 -0.956432 -0.5 1.2 0.9
H -2.171097 1.652718 -1.621731 0.6 1.6 -1.7
C 2.725353 -4.467120 1.442254 -1.5 2.2 3.3
H -1.543467 4.456598 -2.037916 -0.3 -0.6 0.3
C 1.714424 -4.006659 -0.778431 -1.9 0.1 -1.5
C 0.308451 -2.074895 -1.005606 -0.8 0.9 3.8
N 0.500319 -1.760788 0.303195 0.6 0.3 -2.7
C -1.717726 0.076026 -3.291710 -1.5 -0.3 -1.9
C 0.935186 -3.158969 -1.568528 0.7 -2.1 -1.6
C -0.962643 3.518398 2.104131 0.7 -1.2 0.7
C 2.886427 -3.907163 2.790497 1.7 -3.6 -2.8
H -1.363625 -1.038156 3.642448 0.0 0.5 0.3
H -2.078782 -0.029966 -4.377701 0.6 0.2 1.5
C 1.468592 -2.457900 0.975025 -3.5 -0.5 -2.8
H -1.347894 6.222368 1.453437 0.6 -0.3 -0.7
H 1.487784 -0.860835 2.398420 0.0 -1.7 -0.5
H 2.572843 -5.767693 -0.787713 0.1 0.2 0.4
C 1.882296 -3.740048 0.589063 2.3 0.1 0.0
N -0.716439 -1.373965 -1.565123 -0.2 -0.7 -0.7
Br -0.839343 4.574835 3.708602 0.0 -0.5 -0.4
H 0.377320 5.895700 1.096128 -0.1 0.0 0.0
H -2.683394 0.157009 -2.724414 0.9 -0.2 -0.2
H -1.300752 -2.001949 -3.453519 -0.2 -0.8 -0.5
S -1.157847 1.637431 0.421741 0.4 1.2 -0.1
C -0.907687 4.227408 0.852239 -0.4 -3.4 -0.7
H 0.605901 -3.461110 -2.591674 0.8 0.1 0.9
C -1.098725 3.492356 -1.735825 -2.2 -2.2 0.8
H -1.447498 -0.620857 1.897517 0.2 0.1 -0.6
H 2.785498 -2.228333 3.960766 0.5 1.1 2.3
H -0.554015 1.801760 -4.064095 -0.2 -0.3 -0.1
H 3.479622 -4.462370 3.523507 -0.2 0.0 -0.3
H 0.003733 1.149431 -2.506390 -0.1 -0.4 -0.6
```
Forces are in eV/Å.

The total energy is -111190.842 eV. The charge is 0. As for the frontier orbital gap: 7.883 eV. The HOMO energy comes out at -7.800 eV.

***

[2]
Formula: C20H21Cl2FLiN4O2
Source: OMol25
Level of theory: ωB97M-V/def2-TZVPD

```
51
Properties=species:S:1:pos:R:3:forces:R:3
O 1.605941 1.168958 -0.794758 0.3 0.0 -0.1
C 3.263043 -0.113216 -4.342655 0.1 0.1 0.0
Cl 3.993579 -0.604434 -5.858030 0.0 0.0 0.1
H 2.194153 -0.623403 1.114227 0.0 0.0 0.0
C -4.249007 -0.252038 -1.424364 0.0 0.0 0.1
H 2.198451 -1.161141 4.703913 0.0 0.0 0.0
H -1.048356 0.414175 4.486286 0.0 0.0 0.0
C 0.681558 0.914874 2.592743 0.0 0.0 0.0
C -1.781362 2.291489 -0.108326 0.0 -0.2 0.0
H -3.716310 0.463170 0.512695 0.0 0.0 0.0
H -2.125770 2.376574 0.922435 -0.1 0.0 0.0
N 0.959542 0.325852 3.909176 0.0 0.0 0.0
C 1.297960 -1.109370 1.502081 0.0 0.0 0.0
H 0.023229 -3.119333 2.579740 0.0 0.0 0.0
C 1.990054 -0.702103 3.734250 0.0 0.0 0.0
C 2.105936 0.751852 -1.868374 0.0 0.0 0.0
F -4.745549 -0.945794 -3.648737 0.0 0.0 0.0
C -0.264030 -0.336581 4.371763 0.0 0.0 0.0
O -0.350097 -0.767790 -1.284395 0.0 -0.2 -0.1
H -0.043071 -1.724612 -3.016466 0.0 0.0 0.0
H 1.587864 -1.411137 -4.516716 0.0 0.0 0.0
C 1.505613 -0.253259 -2.705128 -0.1 -0.1 0.0
C -4.049419 -0.134982 -2.783295 0.0 0.0 0.0
H -3.033488 0.888032 -4.356897 0.0 0.0 0.0
Li -0.127666 0.822341 -0.247503 -0.2 0.2 0.3
C -0.970175 -0.741940 2.143369 0.0 0.0 0.0
C -2.599291 1.531250 -0.998204 0.0 0.0 0.0
N 1.589951 -1.750674 2.790445 0.0 0.0 0.0
H 1.583852 1.392115 2.206217 0.0 0.0 0.0
C -2.466299 1.616569 -2.411934 0.0 0.0 0.0
H -1.764396 2.337862 -2.818800 0.0 0.0 0.0
H -1.336292 3.200669 -0.506165 0.0 0.0 0.0
C 0.294914 -0.945626 -2.307097 0.1 0.1 0.0
H -1.751294 0.015057 2.237005 0.0 0.0 0.0
H 2.901822 -0.226976 3.367392 0.0 0.0 0.0
H 0.543601 -2.823257 4.251137 0.0 0.0 0.0
H -4.957079 -0.982736 -1.050321 0.0 0.0 0.0
H 0.971527 -1.864663 0.785242 0.0 0.0 0.0
H -0.070969 -0.793952 5.345408 0.0 0.0 0.0
C -3.167188 0.801077 -3.284532 0.0 0.0 0.0
Cl 4.199868 2.438444 -1.407930 0.0 0.0 0.0
H -1.301943 -1.492500 1.423701 0.0 0.0 0.0
C 2.086306 -0.656453 -3.918509 0.0 0.0 0.0
C 3.366409 1.253304 -2.371642 -0.1 0.0 0.1
C 3.912670 0.849193 -3.553191 0.1 0.0 -0.1
C -3.545499 0.567493 -0.554808 0.0 0.0 0.0
N -0.733299 -1.373848 3.447667 0.0 0.0 0.0
H -0.101734 1.668912 2.682971 0.0 0.0 0.0
C 0.347049 -2.351485 3.285157 0.0 0.0 0.0
N 0.242891 -0.099137 1.627220 -0.1 0.1 0.0
H 4.851802 1.273177 -3.883463 0.0 0.0 0.0
```
Forces are in eV/Å.

The total energy is -59106.383 eV. The charge is -1. As for the frontier orbital gap: 5.382 eV. The HOMO energy comes out at -2.740 eV.

***

[3]
Formula: C20H21Cl5HfO2Se3
Source: OMol25
Level of theory: ωB97M-V/def2-TZVPD

```
52
Properties=species:S:1:pos:R:3:forces:R:3
C 1.627929 -0.967905 -4.467300 -0.1 -0.4 0.3
C 1.160480 -0.091077 -5.447752 0.1 -0.1 0.1
H -1.886894 -2.688529 -1.891030 -0.1 0.0 0.2
C -1.278178 -3.710911 -0.063583 -0.3 -0.3 0.4
O -2.847717 -5.382349 -1.023142 -0.1 -0.2 -0.5
H 5.447080 1.170081 -6.414817 0.1 0.0 0.0
C -0.179740 -4.426859 -0.873110 0.2 0.0 -0.3
C 2.988166 -1.083316 -4.187560 0.1 0.0 -0.1
H -3.249194 -4.278803 0.672652 0.1 0.0 0.0
H 4.945741 -0.432056 -4.739026 0.2 0.0 0.0
Cl 3.389766 1.520244 3.786161 0.1 -0.1 0.0
Cl 1.758411 1.019274 -2.147023 -0.1 -0.3 -0.3
C 3.494426 -1.976839 -3.094489 -0.2 -0.2 -0.4
H -3.219036 -4.728878 -1.625873 0.0 0.0 0.1
C 3.887719 -0.338725 -4.936478 -0.1 0.0 0.0
H -0.232670 -5.495458 -0.655381 0.1 0.1 0.0
Cl 2.604021 -1.248650 2.597847 0.2 -0.2 0.4
C 4.433212 1.262620 -6.793429 -0.1 0.0 0.0
C 3.458634 0.513370 -5.939512 -0.1 0.0 0.0
H -2.987136 -2.462635 -0.528401 0.1 0.0 0.0
H -0.781492 -0.891399 -5.819453 -0.1 0.1 0.0
C 3.055233 1.355123 2.109150 0.0 0.0 0.0
Se 1.744264 -3.981201 -0.519470 0.0 -0.3 -0.2
H -0.480475 0.696466 -6.565422 -0.1 0.1 -0.1
C -0.304032 0.080525 -5.689257 0.0 -0.1 0.0
H -0.325352 -4.307425 -1.954620 -0.1 -0.1 0.3
H 0.371468 -2.026038 2.195210 0.2 0.1 -0.5
H 3.118050 -2.996406 -3.219742 0.0 0.2 0.2
Se -1.323719 -0.625638 -0.536671 -0.3 -0.1 -0.2
C 3.186601 2.468362 1.278342 -0.1 -0.1 -0.2
Se 0.372601 -2.049243 -3.472289 0.2 0.2 -0.4
H -0.763782 0.558726 -4.823186 -0.1 0.0 0.0
Hf 1.047817 -1.542655 -0.987975 -0.5 0.0 0.9
O 0.154428 -2.292553 1.288149 -0.2 -0.1 0.5
C 2.350374 1.141442 -0.522996 0.2 0.0 0.6
C -1.933737 -2.529714 -0.807763 0.1 0.4 -0.2
C -2.412076 -4.761273 0.148357 0.2 0.4 0.5
H 4.580990 -2.013551 -3.104079 0.1 0.1 0.2
C 2.267154 -0.029423 0.234309 0.1 0.9 -0.1
Cl 3.752009 3.960545 1.900061 0.0 0.0 0.0
Cl 2.973421 3.711356 -1.120756 0.0 -0.1 0.0
H 4.163900 2.315575 -6.845557 0.1 0.1 0.0
H -2.037340 -5.566049 0.784871 0.0 0.0 0.0
C -0.789174 -3.354590 1.348253 -0.3 -0.3 -0.3
H 1.747406 1.311044 -6.938522 0.0 0.1 -0.1
H -1.644520 -3.060441 1.965988 0.1 0.1 0.0
C 2.838174 2.359772 -0.067239 -0.1 0.0 0.0
H -0.318928 -4.243868 1.790033 -0.1 0.1 0.0
C 2.094208 0.633258 -6.170836 0.1 0.0 0.0
H 3.177567 -1.603768 -2.096692 0.4 -0.1 -0.1
H 4.411587 0.862270 -7.805681 0.1 0.0 -0.1
C 2.637848 0.137923 1.569486 0.0 -0.1 -0.3
```
Forces are in eV/Å.

The total energy is -285134.709 eV. The charge is 0. As for the frontier orbital gap: 6.806 eV. The HOMO energy comes out at -7.509 eV.

***

[4]
Formula: C20H21ClN4O2S2
Source: OMol25
Level of theory: ωB97M-V/def2-TZVPD

```
50
Properties=species:S:1:pos:R:3:forces:R:3
C 3.893370 -3.426325 3.890658 0.1 0.9 -0.4
C -1.110306 3.019518 -0.951072 0.2 0.1 0.0
H -4.567753 2.633293 -2.186790 0.7 -1.1 0.2
N 0.905280 0.216863 0.442349 0.8 1.5 -0.4
C 1.670486 2.418191 0.420944 -0.8 0.5 -0.8
C 1.796559 3.906643 0.168647 0.9 -0.4 -0.8
S 2.975629 1.625658 1.239362 -0.9 -1.3 -0.1
H 4.799895 -0.181867 1.934599 -0.3 0.3 -0.2
H -4.871709 -0.442450 -5.008849 0.0 0.0 -0.2
O -6.000393 0.876588 -2.433534 -0.3 -1.0 -0.7
C 1.008437 4.388001 -1.048693 -0.2 0.4 1.3
H 5.909492 -3.200490 4.652713 -0.2 -0.1 0.0
C 5.123224 -2.770976 4.040161 0.2 -0.4 0.6
C -2.715935 1.769540 -1.765064 -1.4 0.8 -0.2
C -4.586432 -1.780008 -1.806183 -0.4 -0.1 0.4
H -4.797262 -2.146088 -4.580990 0.3 -0.5 0.0
C 2.916807 -2.838350 3.070627 0.7 -1.3 0.7
H 2.868972 4.115826 -0.083283 -0.7 -0.1 0.5
C -0.561718 1.790341 -0.637626 -0.5 1.4 -0.6
H -5.676640 -1.957712 -1.629317 0.8 0.2 -0.4
H -3.283744 -0.759164 -3.212847 0.1 0.1 0.3
C -4.346384 -0.772229 -2.945824 0.5 0.1 -0.2
C -0.498175 4.405329 -0.793940 -0.1 -0.2 -0.3
H 1.513535 4.501847 1.040713 0.1 -0.1 0.0
H 1.369181 -1.697414 1.443119 0.8 0.4 0.1
H -0.734810 4.826202 0.204469 0.1 -0.2 -0.5
H 3.714870 -4.377752 4.401242 0.0 0.4 -0.2
C -5.086316 -1.172150 -4.233074 -0.5 0.8 0.4
C 3.227414 -1.673224 2.374282 -0.1 1.4 -0.6
N 2.238926 -1.153641 1.531241 0.7 -0.2 0.5
H -6.166872 -1.158191 -4.070006 0.1 0.0 0.1
C 2.055787 0.139268 1.062283 -1.1 -1.6 0.1
H -4.187919 -1.406043 -0.849627 0.0 -0.1 -0.3
C 5.405238 -1.566204 3.416780 -1.1 -0.4 -1.1
H 0.883665 -5.206521 2.312809 -0.9 -0.2 -0.2
C -4.804930 0.632852 -2.547733 -2.2 0.8 0.9
H 2.008513 -4.453991 1.137287 -0.1 -0.3 -0.3
C 0.695274 1.520398 0.022761 0.8 0.2 1.1
O 1.684941 -3.466524 2.887334 0.7 0.9 0.4
N -2.343964 2.989274 -1.561934 1.4 -0.2 0.4
S -1.617104 0.504470 -1.195503 -0.7 1.0 -0.2
C 1.800001 -4.683114 2.177847 -0.5 0.7 -0.6
H 1.235757 3.782147 -1.898731 0.1 -0.5 -0.6
N -4.046755 1.735910 -2.237204 1.9 -1.4 -0.2
H -0.964805 5.056356 -1.561063 0.0 -0.4 0.5
C 4.477370 -1.024502 2.514010 0.1 -1.1 1.0
H 2.541831 -5.327483 2.551300 1.3 -0.6 0.6
H -4.093071 -2.751699 -2.021394 -0.3 0.6 0.0
Cl 6.968803 -0.846752 3.580737 0.0 0.1 0.1
H 1.373742 5.386351 -1.257992 -0.1 0.3 -0.1
```
Forces are in eV/Å.

The total energy is -65329.240 eV. The charge is 0. As for the frontier orbital gap: 7.910 eV. The HOMO energy comes out at -7.472 eV.

***

Per-record lowest unoccupied orbital energy, eV: 0.08 2.64 -0.70 0.44